Arrangement one

12
Properties=species:S:1:pos:R:3:lowdin_charge:R:1 method="wB97M-V/def2-TZVPD" e_homo_ev=-10.99 charge=0 smiles="C=NS(=O)(=O)OC" lumo_energy_ev=0.25
C 2.45 -0.76 0.45 -0.063
N 1.49 -0.12 0.87 -0.087
S 0.68 0.82 -0.20 0.582
O 1.34 0.72 -1.46 -0.268
O 0.42 2.11 0.39 -0.266
O -0.71 0.04 -0.23 -0.278
C -1.45 0.19 0.98 -0.106
H 2.85 -0.70 -0.60 0.099
H 3.12 -1.47 1.01 0.105
H -1.28 -0.81 1.62 0.141
H -2.56 0.32 0.75 0.110
H -1.15 1.11 1.34 0.030

---

Arrangement two

12
Properties=species:S:1:pos:R:3:lowdin_charge:R:1 method="wB97M-V/def2-TZVPD" e_homo_ev="-8.84 / -8.49" charge=0 lumo_energy_ev="0.70 / -0.76"
C -0.25 0.74 0.61 -0.228
C 1.21 0.32 0.66 -0.335
N -1.36 -0.04 -1.44 -0.016
O 2.55 -1.24 -0.90 -0.567
O -0.73 0.86 -0.74 -0.148
O -1.99 -1.00 -0.59 -0.091
S 1.40 -1.41 0.03 0.906
H -1.00 0.14 1.04 0.100
H -0.34 1.66 1.00 0.086
H 1.72 0.95 -0.11 0.115
H 1.58 0.17 1.65 0.064
H -2.76 -1.16 -1.21 0.114

---

Stability check: which of them is most stable? arrangement one.